# 1
C16H13Cl2O3PPrSc | wB97M-V/def2-TZVPD

XYZ file:
```
37
Properties=species:S:1:pos:R:3
Pr 2.06 1.52 -4.74
Sc 0.33 -0.80 -1.82
Cl 1.31 1.71 -2.16
Cl 1.30 -1.21 -4.11
C -1.77 -0.91 -2.32
C 1.17 3.79 -4.94
C 0.35 1.88 -6.37
O -2.91 -0.97 -2.57
O 0.71 4.83 -5.17
O -0.46 2.20 -7.14
C -2.25 0.44 0.80
P -0.43 0.39 0.58
C 0.14 0.93 2.22
C 0.82 0.08 3.11
C 1.13 0.52 4.40
C 0.78 1.82 4.80
C 0.13 2.68 3.91
C -0.18 2.25 2.63
C 0.00 -1.37 0.53
C -1.00 -2.36 0.49
C -0.81 -3.49 -0.29
C 0.32 -3.63 -1.08
C 1.40 -2.73 -0.94
C 1.31 -1.69 0.02
H -2.54 1.50 0.88
H -2.53 -0.10 1.71
H -2.73 0.01 -0.09
H 1.08 -0.93 2.80
H 1.64 -0.16 5.09
H 1.02 2.15 5.82
H -0.13 3.69 4.23
H -0.67 2.92 1.93
H -1.92 -2.22 1.06
H -1.57 -4.28 -0.26
H 0.41 -4.50 -1.75
H 2.31 -2.86 -1.53
H 2.20 -1.09 0.28
```

Properties
- Net charge: +4
- DFT total energy: -92005.907 eV
- F_max: 9.17 eV Å⁻¹
- Spin multiplicity: 3
- Gap between HOMO and LUMO (alpha / beta): 3.116 / 3.461 eV
- Highest occupied orbital energy (alpha / beta): -0.701 / -0.701 hartree

Atom charges from the natural (NBO) analysis, given in e for atoms 1 to 2: 1.988 1.188



# 2
C16H13Cl4N4O2SYb | wB97M-V/def2-TZVPD

XYZ file:
```
41
Properties=species:S:1:pos:R:3
Yb -0.45 0.48 0.22
Cl 4.31 2.42 3.57
C 2.67 2.15 3.12
C 1.72 1.80 4.07
Cl 2.18 1.62 5.71
C 0.41 1.52 3.67
Cl -0.76 0.95 4.79
C 0.02 1.62 2.33
O -1.16 1.23 1.89
C 1.00 2.03 1.36
O 0.63 2.05 0.09
C 2.31 2.22 1.77
Cl 3.50 2.42 0.54
C 3.19 -3.23 -0.61
C 2.12 -2.63 0.22
C 0.97 -3.18 0.76
C 0.30 -2.11 1.38
N 1.01 -0.99 1.24
N 2.10 -1.32 0.53
C -0.97 -2.09 2.17
H 3.20 -4.31 -0.50
H 4.16 -2.83 -0.32
H 3.00 -2.99 -1.65
H 0.65 -4.20 0.69
H 2.82 -0.63 0.33
H -1.23 -3.09 2.50
H -1.81 -1.70 1.57
H -0.85 -1.45 3.05
C -2.98 1.55 -5.36
C -2.73 1.16 -3.95
C -3.63 1.46 -2.92
C -3.25 1.13 -1.64
N -2.09 0.52 -1.36
C -1.29 0.23 -2.44
S 0.14 -0.62 -2.10
N -1.60 0.54 -3.69
H -3.96 1.22 -5.69
H -2.21 1.13 -6.00
H -2.96 2.64 -5.45
H -4.57 1.95 -3.13
H -3.90 1.33 -0.78
```

Properties
- ΔE to the lowest compared entry with this formula, charge and spin: 23.7 kcal/mol
- Net charge: 0
- DFT total energy: -119316.105 eV
- F_max: 4.87 eV Å⁻¹
- Spin multiplicity: 2
- Gap between HOMO and LUMO (alpha / beta): 8.045 / 8.036 eV
- Highest occupied orbital energy (alpha / beta): -0.288 / -0.288 hartree

Atom charges from the natural (NBO) analysis, given in e for atoms 1 to 2: 1.820 0.045



# 3
C16H13F6NO3S | wB97M-V/def2-TZVPD

XYZ file:
```
40
Properties=species:S:1:pos:R:3
C -4.32 -0.58 -0.64
C -3.66 -0.22 0.68
H -3.64 -1.08 1.35
H -4.19 0.61 1.16
O -2.29 0.13 0.49
C -2.01 1.40 0.21
O -2.86 2.28 0.17
C -0.60 1.65 -0.01
C -0.14 2.95 -0.21
N -0.91 4.04 -0.28
H -0.51 4.96 -0.30
H -1.90 3.89 -0.11
S 1.58 3.00 -0.40
C 1.68 1.25 -0.23
C 0.46 0.68 -0.02
C 0.18 -0.76 0.12
C 0.24 -1.38 1.37
C -0.06 -2.72 1.49
C -0.44 -3.45 0.38
C -0.52 -2.84 -0.86
C -0.22 -1.49 -0.99
H -0.28 -1.01 -1.95
H -0.82 -3.40 -1.73
H -0.68 -4.50 0.47
H -0.01 -3.19 2.46
H 0.54 -0.80 2.23
C 3.08 0.72 -0.30
O 3.93 1.59 -0.99
H 3.61 1.73 -1.90
C 3.70 0.64 1.12
F 2.94 -0.06 1.96
F 4.90 0.07 1.12
F 3.83 1.86 1.64
C 3.18 -0.68 -0.97
F 4.43 -0.92 -1.37
F 2.81 -1.70 -0.20
F 2.42 -0.71 -2.08
H -5.34 -0.91 -0.47
H -4.34 0.30 -1.29
H -3.76 -1.37 -1.13
```

Properties
- SMILES: CCOC(=O)c1c(N)sc(C(O)(C(F)(F)F)C(F)(F)F)c1-c1ccccc1
- Net charge: 0
- DFT total energy: -51577.247 eV
- F_max: 0.61 eV Å⁻¹
- Gap between HOMO and LUMO: 8.648 eV
- Highest occupied orbital energy: -0.303 hartree

Atom charges from the natural (NBO) analysis, given in e for atoms 1 to 2: -0.632 -0.073



# 4
C16H13N4S3Sr | wB97M-V/def2-TZVPD

XYZ file:
```
37
Properties=species:S:1:pos:R:3
Sr -0.15 0.11 0.10
S -0.78 -0.27 2.85
C 0.32 1.10 2.80
N 0.86 1.63 1.72
C 1.68 2.71 2.05
C 2.39 3.49 1.13
C 3.16 4.53 1.61
C 3.23 4.80 2.98
C 2.53 4.04 3.89
C 1.75 2.99 3.41
S 0.77 1.86 4.28
H 2.33 3.28 0.07
H 3.72 5.15 0.91
H 3.84 5.62 3.33
H 2.59 4.26 4.95
C 2.33 1.17 -5.07
N 3.00 0.44 -4.00
C 4.33 0.10 -3.98
C 4.56 -0.55 -2.83
N 3.35 -0.63 -2.13
C 2.39 0.02 -2.88
S 0.74 0.32 -2.62
C 3.25 -1.31 -0.87
C 4.32 -2.11 -0.47
C 4.25 -2.72 0.77
C 3.14 -2.53 1.57
C 2.13 -1.74 1.07
N 2.16 -1.14 -0.14
H 3.08 1.38 -5.83
H 1.92 2.10 -4.68
H 1.54 0.56 -5.49
H 4.99 0.37 -4.78
H 5.48 -0.94 -2.44
H 5.18 -2.29 -1.08
H 5.07 -3.35 1.10
H 3.04 -2.98 2.55
H 1.24 -1.57 1.68
```

Properties
- ΔE to the lowest compared entry with this formula, charge and spin: 0.0 kcal/mol
- Net charge: +1
- DFT total energy: -56102.921 eV
- F_max: 0.63 eV Å⁻¹
- Gap between HOMO and LUMO: 7.445 eV
- Highest occupied orbital energy: -0.384 hartree

Atom charges from the natural (NBO) analysis, given in e for atoms 1 to 2: 1.797 -0.453



# 5
C16H13N5O2S2 | wB97M-V/def2-TZVPD

XYZ file:
```
38
Properties=species:S:1:pos:R:3
C -4.57 -3.51 0.29
H -5.36 -3.05 -0.30
H -4.70 -4.59 0.28
H -4.66 -3.16 1.32
C -3.20 -3.14 -0.28
C -3.00 -1.67 -0.28
N -2.87 -0.95 -1.33
N -2.72 0.35 -1.10
C -2.72 0.66 0.14
N -2.60 1.91 0.67
C -2.08 3.06 0.09
O -2.11 4.09 0.72
C -1.78 3.03 -1.39
H -2.66 2.68 -1.93
H -1.52 4.05 -1.69
S -0.44 1.94 -1.98
C 0.50 1.76 -0.53
N 0.06 2.32 0.59
C 0.74 2.19 1.71
N 1.86 1.52 1.88
C 2.33 0.94 0.78
C 1.69 1.03 -0.47
O 2.35 0.36 -1.44
C 3.44 -0.19 -0.83
C 4.42 -0.96 -1.44
C 5.45 -1.41 -0.64
C 5.51 -1.11 0.72
C 4.54 -0.33 1.33
C 3.50 0.13 0.54
H 4.58 -0.09 2.38
H 6.34 -1.48 1.31
H 6.23 -2.02 -1.08
H 4.36 -1.20 -2.49
H 0.32 2.69 2.57
H -2.77 2.00 1.66
S -2.93 -0.73 1.21
H -2.42 -3.61 0.32
H -3.11 -3.49 -1.31
```

Properties
- SMILES: CCc1nnc(NC(=O)CSc2ncnc3c2oc2ccccc23)s1
- ΔE to the lowest compared entry with this formula, charge and spin: 0.0 kcal/mol
- Net charge: 0
- DFT total energy: -50018.728 eV
- F_max: 1.63 eV Å⁻¹
- Gap between HOMO and LUMO: 8.437 eV
- Highest occupied orbital energy: -0.312 hartree

Atom charges from the natural (NBO) analysis, given in e for atoms 1 to 2: -0.594 0.214



# 6
C16H13N8ReS3SbSe4 | wB97M-V/def2-TZVPD

XYZ file:
```
46
Properties=species:S:1:pos:R:3
Re -1.31 3.04 0.23
N 1.19 3.14 -1.98
C 1.65 3.00 -0.74
N 2.95 2.97 -0.55
C 3.40 2.85 0.70
N 4.69 2.85 0.92
N 2.58 2.71 1.80
C 1.32 2.74 1.54
N 0.74 2.88 0.31
C 0.34 2.63 2.65
C 0.70 2.48 3.96
C -0.31 2.43 4.92
C -1.64 2.53 4.52
C -1.93 2.69 3.18
N -0.95 2.73 2.25
H 1.87 3.23 -2.72
H 0.21 3.17 -2.18
H 5.33 2.96 0.16
H 5.04 2.76 1.86
H 1.75 2.42 4.23
H -0.07 2.31 5.96
H -2.45 2.50 5.24
H -2.94 2.80 2.81
Se -4.87 4.60 -2.91
Sb -4.69 4.42 -0.64
Se -2.90 1.74 -0.65
Se -1.69 5.17 -0.22
Se -5.52 4.62 1.48
S -3.05 -4.73 -0.84
C -1.91 -3.64 -0.65
S -2.01 -2.13 0.23
C -0.52 -1.59 -0.50
N 0.08 -2.58 -1.28
N -0.59 -3.65 -1.32
C -0.11 -4.76 -2.04
C 0.64 -4.51 -3.20
C 1.11 -5.58 -3.93
C 0.88 -6.88 -3.47
C 0.18 -7.12 -2.29
C -0.33 -6.06 -1.57
S 0.20 -0.15 -0.30
H 0.78 -3.49 -3.54
H 1.65 -5.41 -4.85
H 1.25 -7.72 -4.05
H 0.05 -8.13 -1.93
H -0.81 -6.23 -0.62
```

Properties
- Net charge: +3
- DFT total energy: -331256.542 eV
- F_max: 0.62 eV Å⁻¹
- Gap between HOMO and LUMO (alpha / beta): 5.712 / 5.556 eV
- Highest occupied orbital energy (alpha / beta): -0.613 / -0.613 hartree

Atom charges from the natural (NBO) analysis, given in e for atoms 1 to 2: 0.480 -0.733



# 7
C16H14BaCl2N6O6S | wB97M-V/def2-TZVPD

XYZ file:
```
46
Properties=species:S:1:pos:R:3
Ba -1.63 1.24 0.67
C 4.05 3.32 1.18
C 2.80 4.08 1.37
N 2.71 5.33 1.70
N 1.37 5.57 1.77
C 0.60 4.50 1.50
S -1.07 4.42 1.49
N 1.54 3.53 1.23
N 1.23 2.22 0.90
H 4.90 3.99 1.34
H 4.12 2.91 0.17
H 4.12 2.49 1.89
H 1.02 6.48 2.01
H 1.66 1.99 0.02
H 1.56 1.60 1.63
O 0.08 -3.67 4.64
C 0.46 -4.11 3.45
O 1.06 -5.14 3.30
C 0.05 -3.29 2.27
C 0.12 -3.71 0.95
Cl 0.71 -5.15 0.28
N -0.38 -2.72 0.17
N -0.74 -1.66 0.92
C -0.48 -1.98 2.18
C -0.80 -0.96 3.24
O -0.98 -1.34 4.40
O -0.88 0.23 2.81
C -0.62 -2.70 -1.24
C -0.14 -1.63 -1.97
C -0.41 -1.56 -3.33
C -1.14 -2.57 -3.94
C -1.61 -3.64 -3.20
C -1.36 -3.71 -1.83
H -0.42 -2.81 4.59
H 0.43 -0.85 -1.49
H -0.05 -0.72 -3.90
H -1.34 -2.53 -5.01
H -2.19 -4.43 -3.67
H -1.75 -4.52 -1.24
Cl -3.52 3.10 -3.80
C -2.45 1.69 -3.66
C -2.13 1.40 -2.20
O -3.07 1.06 -1.44
O -0.92 1.53 -1.84
H -1.54 1.91 -4.21
H -2.97 0.84 -4.10
```

Properties
- ΔE to the lowest compared entry with this formula, charge and spin: 0.0 kcal/mol
- Net charge: 0
- DFT total energy: -74623.011 eV
- F_max: 0.52 eV Å⁻¹
- Gap between HOMO and LUMO: 8.867 eV
- Highest occupied orbital energy: -0.341 hartree

Atom charges from the natural (NBO) analysis, given in e for atoms 1 to 2: 1.856 -0.666



# 8
C16H14Cl3FN2O2 | wB97M-V/def2-TZVPD

XYZ file:
```
38
Properties=species:S:1:pos:R:3
C 1.76 -0.31 -4.80
C 0.98 -0.93 -3.66
O 1.92 -1.68 -2.83
C 1.41 -2.30 -1.71
C 1.56 -1.47 -0.48
N 1.14 -1.93 0.65
C 1.12 -1.35 1.81
C 0.63 -1.98 3.02
C 0.68 -1.24 4.23
C 0.22 -1.77 5.42
C -0.30 -3.08 5.43
Cl -0.86 -3.74 6.90
C -0.35 -3.84 4.24
C 0.11 -3.29 3.05
O 0.90 -3.40 -1.71
H 1.10 0.25 -5.46
H 2.52 0.38 -4.42
H 2.24 -1.10 -5.39
H 0.49 -0.15 -3.05
H 0.22 -1.64 -4.02
H 2.05 -0.49 -0.62
H 1.49 -0.32 1.92
H 1.08 -0.22 4.20
H 0.26 -1.20 6.35
H -0.77 -4.84 4.28
H 0.07 -3.87 2.12
Cl -0.10 2.72 -3.55
C -1.08 3.37 -2.32
N -1.11 2.75 -1.12
F -0.35 1.52 -0.93
C -1.85 3.22 -0.09
Cl -1.81 2.39 1.39
C -2.62 4.37 -0.27
C -2.63 5.03 -1.49
C -1.85 4.51 -2.53
H -3.21 4.72 0.57
H -3.23 5.92 -1.64
H -1.81 4.98 -3.50
```

Properties
- Net charge: 0
- DFT total energy: -64172.004 eV
- F_max: 2.42 eV Å⁻¹
- Gap between HOMO and LUMO: 2.619 eV
- Highest occupied orbital energy: -0.187 hartree

Atom charges from the natural (NBO) analysis, given in e for atoms 1 to 2: -0.625 -0.060



# 9
C16H14ClN3O2S | wB97M-V/def2-TZVPD

XYZ file:
```
37
Properties=species:S:1:pos:R:3
C -4.47 -1.19 -2.66
C -4.32 -0.89 -1.29
N -3.29 -0.06 -0.89
C -3.35 0.08 0.41
N -4.26 -0.43 1.20
C -5.37 -1.06 0.99
C -5.54 -1.45 -0.24
H -6.30 -1.90 -0.87
C -6.36 -1.35 1.88
H -6.72 -0.53 2.40
H -5.85 -1.70 2.80
H -7.18 -1.92 1.46
S -2.04 0.88 0.93
C -1.01 1.27 -0.44
C -0.37 2.52 -0.75
C 1.05 2.23 -0.35
O 2.05 2.91 -0.44
N 1.25 0.84 -0.24
C 0.21 0.29 -0.43
O -0.02 -0.97 -0.18
C 2.51 0.28 -0.25
C 2.75 -0.78 -0.70
C 4.09 -1.36 -0.64
C 4.97 -0.85 0.33
C 4.73 0.43 0.61
C 3.58 0.87 0.69
H 3.27 1.57 1.23
H 5.50 0.86 1.48
Cl 6.50 -1.68 0.47
H 4.38 -2.42 -1.16
H 2.15 -1.21 -1.57
H -0.57 2.97 -1.72
H -0.65 3.29 0.16
H -1.74 0.78 -1.30
H -4.46 -2.33 -2.89
H -5.43 -0.67 -3.13
H -3.68 -0.68 -3.43
```

Properties
- SMILES: Cc1cc(C)nc(S[C@H]2CC(=O)N(c3ccc(Cl)cc3)C2=O)n1
- ΔE to the lowest compared entry with this formula, charge and spin: 234.6 kcal/mol
- Net charge: 0
- DFT total energy: -48732.039 eV
- F_max: 17.89 eV Å⁻¹
- Gap between HOMO and LUMO: 8.641 eV
- Highest occupied orbital energy: -0.309 hartree

Atom charges from the natural (NBO) analysis, given in e for atoms 1 to 2: -0.711 0.333



# 10
C16H14ClNO3 | wB97M-V/def2-TZVPD

XYZ file:
```
35
Properties=species:S:1:pos:R:3
C 1.84 -3.45 1.01
C 0.62 -2.65 1.33
C -0.58 -3.25 1.73
C -1.71 -2.50 2.00
C -1.67 -1.13 1.88
C -0.50 -0.50 1.51
C 0.64 -1.25 1.22
N 1.85 -0.64 0.86
C 2.11 0.35 -0.02
O 3.24 0.76 -0.19
C 0.93 0.88 -0.85
C 1.43 1.40 -2.20
H 1.91 0.61 -2.77
O 0.35 1.86 -2.98
C -0.52 2.66 -2.28
C -1.42 3.44 -2.99
C -2.30 4.28 -2.33
C -2.26 4.36 -0.94
C -1.38 3.58 -0.22
C -0.51 2.72 -0.89
O 0.32 1.94 -0.13
H -1.34 3.62 0.85
H -2.93 5.03 -0.42
H -3.00 4.88 -2.89
H -1.42 3.37 -4.07
H 2.15 2.21 -2.01
H 0.19 0.08 -1.01
H 2.68 -1.02 1.30
H -0.44 0.58 1.46
H -2.55 -0.54 2.10
H -2.62 -3.00 2.30
Cl -0.68 -4.97 1.90
H 2.56 -3.38 1.83
H 1.60 -4.50 0.87
H 2.32 -3.08 0.11
```

Properties
- SMILES: Cc1c(Cl)cccc1NC(=O)[C@@H]1COc2ccccc2O1
- ΔE to the lowest compared entry with this formula, charge and spin: 13.9 kcal/mol
- Net charge: 0
- DFT total energy: -36974.507 eV
- F_max: 0.75 eV Å⁻¹
- Gap between HOMO and LUMO: 9.173 eV
- Highest occupied orbital energy: -0.314 hartree

Atom charges from the natural (NBO) analysis, given in e for atoms 1 to 2: -0.647 -0.060



# 11
C16H14ClNO5 | wB97M-V/def2-TZVPD

XYZ file:
```
37
Properties=species:S:1:pos:R:3
C -5.85 -2.43 0.13
H -6.90 -2.39 -0.15
O -5.30 -1.18 -0.23
C -3.99 -0.96 0.00
C -3.10 -1.86 0.58
C -1.79 -1.49 0.75
C -1.30 -0.24 0.35
C -2.20 0.67 -0.23
C -3.53 0.30 -0.39
H -4.25 0.97 -0.83
O -1.73 1.89 -0.58
C -2.61 2.83 -1.16
H -3.03 2.47 -2.10
H -3.42 3.09 -0.47
H -2.01 3.72 -1.35
C 0.14 -0.02 0.59
O 0.81 -0.78 1.24
C 0.79 1.22 -0.04
H 0.44 2.13 0.45
H 0.55 1.25 -1.11
O 2.19 1.16 0.16
C 2.81 0.19 -0.53
O 2.28 -0.46 -1.39
C 4.23 0.07 -0.12
C 4.87 1.13 0.53
C 6.20 1.01 0.90
C 6.85 -0.18 0.60
N 6.26 -1.19 0.00
C 5.00 -1.08 -0.35
Cl 4.32 -2.46 -1.10
H 7.89 -0.34 0.85
H 6.72 1.81 1.40
H 4.32 2.03 0.73
H -1.09 -2.18 1.19
H -3.43 -2.84 0.89
H -5.36 -3.25 -0.41
H -5.76 -2.61 1.21
```

Properties
- SMILES: COc1ccc(C(=O)COC(=O)c2cccnc2Cl)c(OC)c1
- ΔE to the lowest compared entry with this formula, charge and spin: 8.9 kcal/mol
- Net charge: 0
- DFT total energy: -41068.594 eV
- F_max: 0.59 eV Å⁻¹
- Gap between HOMO and LUMO: 9.221 eV
- Highest occupied orbital energy: -0.323 hartree

Atom charges from the natural (NBO) analysis, given in e for atoms 1 to 2: -0.254 0.203



# 12
C16H14F4N2O2S | wB97M-V/def2-TZVPD

XYZ file:
```
39
Properties=species:S:1:pos:R:3
C -6.42 -0.51 0.30
C -5.23 -1.43 0.07
C -5.19 -2.59 1.05
H -4.31 -3.20 0.89
H -6.08 -3.21 0.92
H -5.17 -2.22 2.07
H -5.24 -1.80 -0.96
O -4.00 -0.69 0.26
C -3.54 0.00 -0.77
O -4.07 0.09 -1.84
C -2.23 0.67 -0.42
H -2.27 1.11 0.58
H -1.96 1.41 -1.17
S -0.93 -0.62 -0.39
C 0.48 0.38 -0.25
N 1.64 -0.24 -0.24
C 2.75 0.48 -0.13
C 2.67 1.88 -0.02
C 1.40 2.42 -0.05
N 0.30 1.70 -0.16
C 1.17 3.91 0.08
F 2.29 4.62 -0.15
F 0.77 4.24 1.32
F 0.24 4.36 -0.76
H 3.54 2.51 0.09
C 4.02 -0.26 -0.13
C 5.24 0.37 -0.39
C 6.41 -0.36 -0.38
C 6.36 -1.72 -0.11
C 5.16 -2.36 0.14
C 3.99 -1.63 0.12
H 3.04 -2.10 0.31
H 5.16 -3.42 0.34
F 7.50 -2.42 -0.10
H 7.36 0.11 -0.58
H 5.28 1.42 -0.62
H -6.39 -0.10 1.31
H -7.34 -1.07 0.18
H -6.41 0.30 -0.42
```

Properties
- SMILES: CC(C)OC(=O)CSc1nc(-c2ccc(F)cc2)cc(C(F)(F)F)n1
- Net charge: 0
- DFT total energy: -45600.961 eV
- F_max: 0.76 eV Å⁻¹
- Gap between HOMO and LUMO: 8.714 eV
- Highest occupied orbital energy: -0.334 hartree

Atom charges from the natural (NBO) analysis, given in e for atoms 1 to 2: -0.631 0.089



Question: Number 10 is which compound?
Answer: C16H14ClNO3